No. 1
The following is a quantum chemistry calculation of 10 unconnected molecules or ions with the total composition C124H72O20 in a non-equilibrium geometry, from the Open Molecules 2025 dataset.

Atoms and positions in Å:
O: -22.7926 -25.9592 11.6376
C: -21.7060 -25.5100 11.5981
C: -20.5027 -26.2306 12.1160
C: -20.6756 -27.4859 12.6140
C: -19.6066 -28.1208 13.2480
C: -18.3618 -27.4723 13.3764
C: -18.1772 -26.2049 12.7871
C: -19.2954 -25.5855 12.1847
C: -19.0559 -24.2081 11.6105
O: -17.9914 -23.6630 11.6417
C: -20.2165 -23.5126 10.9863
C: -20.0170 -22.2236 10.4876
C: -21.0678 -21.5558 9.9218
C: -22.3493 -22.1872 9.9114
C: -22.5571 -23.3952 10.5851
C: -21.4671 -24.0825 11.0786
H: -21.6334 -27.9638 12.6342
H: -19.7293 -29.0871 13.6645
H: -17.5610 -27.9797 13.9110
H: -17.2220 -25.6922 12.7810
H: -18.9926 -21.8605 10.4159
H: -20.8949 -20.5343 9.5857
H: -23.1402 -21.6528 9.4034
H: -23.5727 -23.7969 10.7747
O: -21.5799 -33.7689 17.4241
C: -20.6258 -33.1524 17.7352
C: -20.6522 -31.7388 18.2078
C: -21.8932 -31.1749 18.4527
C: -22.0407 -29.7952 18.7739
C: -20.8625 -29.0524 18.9057
C: -19.6247 -29.6712 18.7702
C: -19.5345 -30.9808 18.3344
C: -18.1817 -31.5308 17.9371
O: -17.2518 -30.8209 17.7683
C: -18.1083 -33.0200 17.7509
C: -16.8623 -33.6304 17.6247
C: -16.8079 -34.9913 17.4444
C: -17.9431 -35.7243 17.3011
C: -19.2262 -35.1518 17.3515
C: -19.2726 -33.8038 17.6408
H: -22.7708 -31.8213 18.3557
H: -22.9602 -29.2505 18.9011
H: -20.9290 -28.0086 19.0914
H: -18.7493 -29.0150 18.7357
H: -15.9587 -33.0349 17.6968
H: -15.8347 -35.5193 17.3331
H: -17.8736 -36.7998 17.0991
H: -20.1874 -35.6121 17.2010
O: -21.9859 -19.1388 16.9025
C: -21.2732 -18.5803 17.7040
C: -21.6874 -17.3162 18.3168
C: -22.9371 -16.8383 18.1165
C: -23.3134 -15.6420 18.7347
C: -22.4617 -14.8845 19.4991
C: -21.2275 -15.4262 19.8251
C: -20.8469 -16.6529 19.1921
C: -19.4949 -17.2188 19.5103
O: -18.8350 -16.6427 20.3067
C: -19.1399 -18.5694 18.9767
C: -17.9967 -19.2266 19.3947
C: -17.7042 -20.4586 18.8802
C: -18.5056 -21.0858 17.9382
C: -19.7161 -20.5343 17.6202
C: -19.9755 -19.1966 18.0499
H: -23.6500 -17.3229 17.5268
H: -24.3418 -15.3376 18.4994
H: -22.8665 -13.9736 19.9204
H: -20.4291 -14.9637 20.4144
H: -17.3740 -18.6926 20.0921
H: -16.7536 -20.8539 19.2451
H: -18.3133 -22.1159 17.6288
H: -20.3583 -20.9334 16.8376
O: -12.1865 -22.0103 12.7975
C: -11.5195 -21.4130 13.6299
C: -10.1111 -21.1522 13.5474
C: -9.3549 -21.8946 12.5984
C: -8.0138 -21.6003 12.5107
C: -7.3570 -20.6923 13.3191
C: -8.1202 -20.0576 14.2944
C: -9.4513 -20.3475 14.4552
C: -10.0724 -19.7324 15.6146
O: -9.5246 -18.9744 16.3265
C: -11.5204 -20.0693 15.7111
C: -12.2042 -19.6627 16.8127
C: -13.6126 -19.9015 16.9043
C: -14.3629 -20.6908 16.0146
C: -13.5937 -21.2719 14.9745
C: -12.2336 -20.8637 14.8269
H: -9.8928 -22.5670 11.9358
H: -7.4692 -22.1059 11.6941
H: -6.2907 -20.4726 13.1277
H: -7.6515 -19.3635 14.9511
H: -11.6193 -19.0993 17.5704
H: -14.1768 -19.3502 17.6463
H: -15.4442 -20.8049 16.0773
H: -13.9607 -21.9372 14.1647
O: -19.0755 -26.1664 16.7637
C: -19.6672 -25.4648 15.9846
C: -19.0239 -24.3500 15.2733
C: -17.6621 -24.2072 15.3905
C: -17.0525 -23.0571 14.8167
C: -17.8113 -22.0354 14.3398
C: -19.2027 -22.1016 14.3460
C: -19.7646 -23.3123 14.7381
C: -21.2460 -23.4389 14.5852
O: -21.9586 -22.5305 14.2679
C: -21.7927 -24.8120 14.9114
C: -23.1026 -25.0286 14.6058
C: -23.7026 -26.2435 14.8892
C: -22.9633 -27.2506 15.4997
C: -21.6895 -26.9754 15.9105
C: -21.0848 -25.7785 15.6194
H: -17.0351 -24.9108 15.8890
H: -15.9496 -23.1158 14.6820
H: -17.3619 -21.1510 13.8902
H: -19.9828 -21.4380 13.9509
H: -23.6735 -24.2414 14.1407
H: -24.6821 -26.5087 14.4901
H: -23.3768 -28.2309 15.6661
H: -21.1235 -27.7611 16.3612
O: -21.9751 -22.5017 20.1477
C: -20.9616 -22.0514 20.6467
C: -19.6655 -22.7350 20.5118
C: -19.6308 -23.7774 19.4960
C: -18.4118 -24.4976 19.4121
C: -17.2825 -24.1769 20.1985
C: -17.3821 -23.1558 21.1934
C: -18.5620 -22.3735 21.2292
C: -18.6435 -21.2049 22.1360
O: -17.7630 -20.9993 22.9359
C: -19.8771 -20.3482 22.0388
C: -19.8856 -19.1539 22.7540
C: -21.0300 -18.3863 22.7580
C: -22.2378 -18.7738 22.0487
C: -22.1854 -20.0004 21.4005
C: -21.0010 -20.8182 21.4499
H: -20.4991 -24.0490 18.9131
H: -18.4511 -25.2885 18.6696
H: -16.3924 -24.7482 20.1242
H: -16.5240 -22.7991 21.7778
H: -19.0166 -18.8462 23.3083
H: -20.9550 -17.5608 23.4462
H: -23.1042 -18.1363 21.9867
H: -23.0492 -20.3342 20.7888
O: -23.3450 -22.9418 17.5188
C: -24.1533 -22.9326 18.3936
C: -24.6447 -24.3311 18.7964
C: -24.2251 -25.4178 18.0188
C: -24.6109 -26.6813 18.5235
C: -25.4157 -26.8021 19.6973
C: -25.8206 -25.6623 20.4167
C: -25.3728 -24.4532 19.9584
C: -25.7546 -23.2408 20.7356
O: -26.2921 -23.4032 21.7963
C: -25.6660 -21.8673 20.0808
C: -26.3433 -20.7829 20.6223
C: -26.2631 -19.5810 19.9955
C: -25.4091 -19.3840 18.8900
C: -24.6689 -20.4355 18.4225
C: -24.7725 -21.6998 18.9762
H: -23.5168 -25.3760 17.2208
H: -24.4151 -27.6457 17.9986
H: -25.7984 -27.8064 20.0258
H: -26.3753 -25.6613 21.3664
H: -27.0368 -20.9894 21.4152
H: -26.8261 -18.7597 20.3883
H: -25.4738 -18.4351 18.3435
H: -24.0026 -20.2555 17.5689
O: -28.6026 -22.3157 18.7226
C: -29.1487 -22.7165 17.7296
C: -30.6459 -22.8625 17.8051
C: -31.2455 -22.9647 19.0219
C: -32.5982 -23.2095 19.0927
C: -33.3024 -23.4801 17.9391
C: -32.7228 -23.4476 16.7370
C: -31.4020 -23.2176 16.6553
C: -30.7353 -23.3696 15.3207
O: -31.3453 -23.5298 14.2735
C: -29.2984 -23.1204 15.2655
C: -28.6863 -23.3847 14.0715
C: -27.3017 -23.2462 13.9197
C: -26.4919 -23.0884 15.0192
C: -27.0895 -22.9634 16.2956
C: -28.5032 -22.9280 16.3975
H: -30.6012 -22.9078 19.9051
H: -33.2262 -23.0586 20.0125
H: -34.3273 -23.8064 17.9952
H: -33.2999 -23.5873 15.8502
H: -29.3137 -23.5978 13.1939
H: -26.9070 -23.3134 12.9509
H: -25.4291 -22.9858 14.9375
H: -26.4921 -22.8360 17.1523
O: -16.2082 -26.8834 18.0826
C: -15.8193 -27.9947 17.8562
C: -15.2145 -28.8910 18.9380
C: -14.4519 -29.9171 18.5892
C: -14.4169 -30.3443 17.1672
O: -13.8561 -31.3575 16.8337
C: -15.0848 -29.5967 16.1278
C: -15.7760 -28.5305 16.4294
H: -15.2656 -28.4060 19.9222
H: -13.9336 -30.5764 19.2706
H: -15.1353 -30.0538 15.1633
H: -16.2095 -27.8412 15.7198
O: -14.6518 -25.3477 13.7739
C: -13.5928 -25.0173 14.2035
C: -12.4941 -24.8818 13.2276
C: -11.2534 -24.8975 13.6850
C: -10.9240 -24.7887 15.1449
O: -9.7499 -24.6675 15.5072
C: -12.1373 -24.8132 16.1184
C: -13.3569 -24.8304 15.6160
H: -12.8559 -24.7896 12.2017
H: -10.4244 -24.9001 12.9415
H: -11.8023 -24.7419 17.1920
H: -14.2513 -24.7905 16.1919

Force components x, y, z for each atom (eV/Å):
O -2.5 -1.3 -0.1
C 2.8 2.3 0.0
C -1.2 0.8 -0.5
C 0.9 -1.4 1.2
C 0.6 1.3 -0.3
C -0.4 0.4 -0.7
C -1.0 -0.8 0.1
C 2.4 0.4 0.1
C -1.3 -0.6 -0.4
O 1.4 0.1 0.3
C 0.6 -0.1 0.7
C 0.6 -0.7 -0.4
C -1.1 -0.4 0.2
C 0.8 0.7 0.5
C -1.0 0.8 -0.6
C -0.4 -1.0 0.0
H -0.4 0.0 -0.3
H -0.2 -0.8 0.4
H -0.1 0.2 -0.2
H -0.1 0.0 0.2
H -0.3 0.1 0.4
H -0.4 -0.3 -0.3
H -0.3 -0.1 0.2
H 0.8 0.2 -0.5
O -2.8 -1.1 -0.6
C 3.0 0.9 0.5
C -1.8 -0.7 -0.1
C -1.5 1.2 0.3
C 1.5 -1.2 -0.3
C -0.3 -1.2 0.1
C 0.1 1.3 -1.0
C 2.0 0.5 0.2
C -2.5 -1.7 0.6
O 2.0 1.4 -0.3
C 0.2 -0.2 -0.1
C -0.2 0.8 0.3
C 1.8 -0.5 -0.3
C -2.1 -1.7 -0.5
C 1.3 0.6 0.4
C 0.0 1.1 0.0
H 0.3 0.3 0.0
H -0.4 -0.4 0.0
H 0.1 0.8 0.2
H -0.1 -0.5 0.3
H -0.1 0.0 -0.1
H -0.8 0.6 0.2
H 0.1 0.4 0.1
H 0.1 -0.6 0.0
O -0.6 -0.1 -0.4
C 0.3 -0.6 -0.8
C 1.0 -0.3 0.7
C -0.7 2.0 1.0
C -1.2 -0.8 -1.5
C 0.0 -0.2 1.0
C 1.1 -1.1 -1.2
C 0.2 1.2 0.5
C -2.0 -0.9 -0.6
O 2.2 0.9 1.5
C -0.5 0.0 -0.8
C -0.4 0.9 0.0
C 1.6 0.0 0.4
C -0.3 -1.3 0.7
C -0.1 2.3 -1.1
C 0.0 -1.0 0.9
H -0.7 -0.9 -0.9
H 0.5 0.3 0.4
H 0.4 0.2 0.1
H -0.7 0.0 0.0
H 0.3 -0.2 0.2
H -0.3 -0.5 -0.4
H 0.3 0.4 -0.1
H -0.1 -0.2 0.5
O 1.0 0.0 -0.3
C -2.6 0.2 0.5
C 1.6 -1.9 -1.1
C -1.0 1.6 0.9
C 0.8 -1.3 -1.7
C -0.2 0.4 -0.1
C 1.6 -0.6 -0.7
C 1.0 0.3 -0.4
C -2.7 -1.3 -2.4
O 1.3 1.7 2.2
C -0.7 -0.5 0.9
C -1.7 0.8 1.3
C 0.2 0.6 0.2
C 2.1 -0.1 -0.8
C 0.6 1.0 0.0
C -0.6 -1.4 -1.0
H 0.3 0.1 0.1
H -0.1 0.3 0.6
H -0.8 -0.1 0.4
H 0.1 0.4 0.5
H -0.9 -0.3 -0.4
H 0.2 -0.2 0.4
H 0.3 0.0 0.2
H 0.0 0.6 0.8
O 0.6 -0.4 0.7
C -1.1 -1.1 -0.9
C 0.5 0.3 1.3
C 0.8 1.7 -0.9
C 1.0 -2.2 0.5
C -0.7 1.9 -0.9
C -0.6 -1.5 -0.2
C -0.9 1.0 -0.4
C 0.8 -1.4 1.0
O -0.5 0.6 -0.5
C 0.1 1.0 0.3
C -1.4 -0.3 -0.2
C -0.1 -0.9 -0.8
C -0.7 0.4 -0.2
C 0.7 -0.7 0.2
C 0.6 1.3 -0.3
H 0.1 -0.7 0.2
H -0.9 0.5 0.3
H 0.2 -0.2 0.2
H 1.0 0.4 0.1
H 0.0 0.1 -0.2
H 0.0 0.4 0.3
H -0.2 -0.2 0.0
H 0.4 -0.2 0.4
O 0.1 -0.1 -0.1
C -0.7 0.0 0.3
C -1.1 -1.8 -3.0
C 2.3 0.5 2.6
C -1.3 0.8 -0.4
C -1.6 1.2 1.5
C -0.1 0.1 -2.0
C 1.0 -0.9 0.7
C -0.3 -0.3 -0.1
O 0.2 0.5 0.2
C 1.6 -0.1 1.3
C -0.8 0.1 -0.4
C -1.0 -0.4 0.0
C 2.5 -0.6 0.5
C -0.1 -0.2 -0.3
C -2.1 1.2 -1.3
H -0.1 0.2 0.1
H 0.8 -0.1 0.2
H 0.7 -0.4 -0.2
H -0.4 -0.5 -0.2
H 0.2 0.0 0.1
H -0.6 0.6 -0.3
H -0.1 0.1 0.1
H 0.7 0.1 0.6
O 1.4 1.1 -1.4
C -0.9 -1.2 0.4
C 0.9 1.4 -0.5
C -0.6 -1.5 2.2
C -1.0 -0.4 0.3
C -0.5 -0.2 -0.1
C 0.5 -1.5 0.1
C 0.0 0.8 -0.2
C -0.8 0.6 -1.2
O -0.2 0.5 1.1
C 1.8 -0.9 -0.4
C -0.1 -1.4 -0.3
C 0.7 1.1 -0.7
C -1.4 0.4 0.7
C 1.2 0.0 -1.4
C -1.4 -0.7 1.5
H -0.1 0.5 -0.4
H 0.2 1.1 0.3
H 0.6 1.1 -0.4
H 0.2 -0.3 -0.7
H 0.0 0.2 0.4
H -0.3 0.4 0.0
H 0.4 -0.4 0.4
H -0.2 -0.3 0.3
O 1.3 -0.1 0.4
C -1.4 0.7 -0.5
C 0.4 -1.9 -2.1
C 0.4 0.4 1.5
C -1.5 0.5 1.2
C -1.6 -0.2 1.8
C -0.5 -0.3 -1.5
C 2.5 0.7 -0.5
C -1.1 1.6 -0.4
O -0.2 -0.4 1.0
C 1.0 -1.3 0.5
C 0.6 0.6 -1.6
C -1.1 -0.4 0.8
C -0.8 0.4 1.5
C -1.5 0.1 -1.8
C 1.4 -0.2 0.7
H -0.4 0.4 -0.2
H 1.2 -0.7 -0.6
H -0.4 0.4 0.2
H -0.1 -0.4 -0.5
H 0.3 0.1 0.5
H 0.7 -0.2 -1.2
H 0.4 -0.1 -0.1
H 0.5 0.2 1.0
O -0.3 0.7 0.4
C 1.0 -1.8 -0.7
C 0.0 1.9 -0.3
C -0.5 -0.2 -0.2
C 0.1 -0.5 0.3
O 0.8 -1.1 0.2
C -0.7 0.0 -0.1
C -0.3 2.2 1.3
H -0.1 -0.7 -0.2
H 0.2 0.2 0.1
H 0.5 -0.1 -0.6
H -0.4 -0.2 -0.2
O -2.7 -0.6 -0.4
C 1.6 0.5 -1.0
C -0.4 0.2 0.6
C 1.3 0.2 -1.0
C 0.6 -0.4 0.3
O -2.3 -0.1 -0.2
C 2.8 0.5 0.4
C 0.1 0.0 0.9
H 0.6 -0.3 0.2
H -0.4 0.1 1.0
H -0.8 -0.1 -1.2
H -0.5 -0.1 0.7

The SMILES is O=C1c2ccccc2C(=O)c2ccccc21.O=C1c2ccccc2C(=O)c2ccccc21.O=C1c2ccccc2C(=O)c2ccccc21.O=C1c2ccccc2C(=O)c2ccccc21.O=C1c2ccccc2C(=O)c2ccccc21.O=C1c2ccccc2C(=O)c2ccccc21.O=C1c2ccccc2C(=O)c2ccccc21.O=C1c2ccccc2C(=O)c2ccccc21.O=C1C=CC(=O)C=C1.O=C1C=CC(=O)C=C1. The total energy is -6273.2896 Ha. The calculation puts the LUMO energy at -1.5 eV.

***

No. 2
The following is a quantum chemistry calculation of a single C4H7NO molecule in a non-equilibrium geometry, from the Open Molecules 2025 dataset.

Atoms and positions in Å:
C: 2.1051 -0.1992 0.1178
C: 0.6412 0.0819 0.1031
N: 0.0575 1.1084 -0.3674
C: -1.3767 0.9117 -0.0762
C: -1.4177 -0.6081 0.0593
O: -0.1494 -0.9074 0.6449
H: 2.4445 -0.3389 1.1481
H: 2.6539 0.6256 -0.3403
H: 2.3122 -1.1257 -0.4285
H: -1.6180 1.5580 0.7824
H: -2.0024 1.2073 -0.9151
H: -1.4305 -1.0079 -0.9840
H: -2.2196 -1.3056 0.2560

Force components x, y, z for each atom (eV/Å):
C 0.0 0.0 0.0
C 0.1 0.1 0.0
N 0.2 -0.3 0.3
C -0.3 -0.1 -0.2
C -0.1 -0.6 -1.9
O 0.0 -0.2 -0.3
H 0.0 0.0 -0.1
H -0.2 -0.1 0.1
H -0.1 0.1 0.1
H -0.2 -0.5 0.0
H 0.1 0.2 0.0
H 1.0 0.7 -0.2
H -0.5 0.6 2.2

The SMILES is CC1=NCCO1. The total energy is -286.5743 Ha. The calculation puts the LUMO energy at 1.0 eV. The relative energy (zero: lowest compared OMol25 entry of this formula, charge and spin) comes out at 1.561 eV.